10
Properties=species:S:1:pos:R:3:lowdin_charge:R:1 method="wB97M-V/def2-TZVPD" energy_ev=-23032.85978 homo_ev="-8.71 / -8.70" largest_force_ev_per_a=1.31 orbital_gap_ha="0.27927 / 0.27920" multiplicity=1 relative_energy_ev=0.1113 charge=0
C 1.40 -0.57 -0.21 -0.1903
N -2.30 0.08 0.23 -0.3479
N -0.01 -0.66 0.07 -0.3970
S -1.07 0.41 -0.61 0.6504
I 0.12 2.78 0.45 0.0188
H 1.57 -0.75 -1.27 0.0798
H 1.81 0.42 0.05 0.0038
H 1.92 -1.32 0.37 0.0873
H -3.16 0.50 -0.09 -0.0003
H -0.26 -0.90 1.02 0.0954

---

9
Properties=species:S:1:pos:R:3:lowdin_charge:R:1 method="wB97M-V/def2-TZVPD" energy_ev=-12748.77105 homo_ev=-13.98 largest_force_ev_per_a=4.55 orbital_gap_ha=0.34091 multiplicity=1 relative_energy_ev=0.0543 charge=+1
C -0.62 -0.50 -0.14 -0.2018
N -0.98 0.66 0.35 0.2393
O -1.23 -1.59 0.16 0.2118
I 2.42 1.35 0.41 0.5927
H 0.11 -0.41 -1.02 0.1720
H -0.50 1.49 0.26 0.0411
H 3.31 0.76 -0.71 -0.3507
H -1.66 0.54 1.04 0.1390
H -0.85 -2.29 -0.36 0.1567